(w)
Formula: C4H8O2
Source: the OMol25 dataset
Level of theory: ωB97M-V/def2-TZVPD

Element x y z (Å)
C  -1.522  -0.290  -0.678
C  -0.311  0.463  -0.134
O  -0.688  1.400  0.867
C  0.665  -0.534  0.512
C  2.132  -0.246  0.279
O  2.890  -1.043  -0.224
H  -2.301  0.393  -1.038
H  -1.222  -0.933  -1.512
H  -1.959  -0.920  0.105
H  0.191  1.001  -0.956
H  -1.304  2.022  0.458
H  0.481  -1.547  0.141
H  0.444  -0.520  1.587
H  2.503  0.753  0.592

Values from the calculation:
SMILES = C[C@@H](O)CC=O
HOMO level = -9.85 eV
Kohn-Sham gap = 0.3917 Eh

(x)
Formula: C4H8O2
Source: the OMol25 dataset
Level of theory: ωB97M-V/def2-TZVPD

Element x y z (Å)
C  -1.128  1.080  -0.275
C  -0.372  -0.017  -0.239
C  -0.605  -1.243  -1.095
O  0.596  -1.881  -1.454
O  0.687  -0.251  0.583
C  1.144  0.794  1.418
H  -1.914  1.149  -1.019
H  -1.019  1.913  0.409
H  -1.268  -1.933  -0.546
H  -1.119  -0.952  -2.015
H  1.161  -1.829  -0.671
H  0.609  0.783  2.374
H  1.019  1.771  0.942
H  2.207  0.615  1.588

Values from the calculation:
SMILES = C=C(CO)OC
HOMO level = -9.08 eV
Kohn-Sham gap = 0.3672 Eh

Most stable: (w). Least stable: (x).